1.
C19H18BrIN5OS3Tc as an isolated structure. Source: the OMol25 dataset; level of theory: the ωB97M-V functional and the def2-TZVPD basis.

Positions of all 49 atoms, in Å:
Tc 1.032 -0.277 -0.554
C -1.165 1.389 2.734
C -0.116 0.938 1.768
N -0.208 -0.146 0.970
N -1.328 -0.958 1.025
C -1.613 -1.760 -0.002
N -2.737 -2.508 0.105
S -0.660 -1.830 -1.392
C 1.086 1.683 1.587
C 1.436 2.805 2.365
C 2.638 3.432 2.145
C 3.502 2.950 1.156
C 3.098 1.865 0.408
N 1.925 1.258 0.593
H -1.997 0.694 2.837
H -1.598 2.342 2.417
H -0.749 1.530 3.734
H -1.921 -0.910 1.838
H -3.231 -2.601 0.975
H -2.880 -3.220 -0.589
H 0.763 3.161 3.132
H 2.915 4.292 2.740
H 4.459 3.413 0.963
H 3.705 1.451 -0.388
O -0.172 1.457 -1.197
N 0.445 2.370 -1.946
C -0.026 3.638 -1.892
C 0.505 4.620 -2.677
C 1.553 4.285 -3.544
C 2.026 3.001 -3.570
C 1.478 2.000 -2.743
S 2.033 0.387 -2.706
H -0.838 3.770 -1.193
H 0.110 5.622 -2.614
H 1.996 5.037 -4.183
H 2.842 2.713 -4.217
S 2.481 -1.743 -0.107
Br -5.530 3.384 0.336
C -6.046 1.817 -0.594
C -7.400 1.504 -0.620
C -7.833 0.368 -1.280
C -6.913 -0.456 -1.914
C -5.566 -0.139 -1.884
C -5.114 1.003 -1.225
I -3.061 1.374 -1.234
H -8.104 2.156 -0.122
H -8.889 0.130 -1.300
H -7.243 -1.344 -2.436
H -4.846 -0.776 -2.381

Summary:
Spin multiplicity = 3
Energy above the lowest of the compared OMol25 structures with the same formula, charge and spin = 0.0 kcal per mole
Orbital gap (spin up / spin down) = 0.2233 / 0.2404 Ha
⟨S²⟩ = 2.051



2.
A 2-piece molecular cluster, C3H2O3 overall at a distorted geometry. Source: the OMol25 dataset; level of theory: the ωB97M-V functional and the def2-TZVPD basis.

Positions of all 8 atoms, in Å:
O -2.286 0.768 1.005
C -1.182 0.557 0.924
C 0.003 0.244 -0.993
O -0.692 0.868 -1.718
C 0.937 -0.488 -0.408
O 1.229 -0.700 0.911
H 0.569 -0.209 1.428
H 1.506 -1.090 -1.101

Summary:
Spin multiplicity = 1
Energy above the lowest of the compared OMol25 structures with the same formula, charge and spin = 54.1 kcal per mole
Orbital gap = 0.3031 Ha



3.
A 2-piece molecular cluster, C11H16N3 overall at a distorted geometry. Source: the OMol25 dataset; level of theory: the ωB97M-V functional and the def2-TZVPD basis.

Positions of all 30 atoms, in Å:
C -0.692 1.395 0.051
C -1.672 0.700 -0.163
C 1.965 2.868 2.066
C 1.002 1.972 1.649
C 2.180 4.055 1.330
C 0.385 2.178 0.366
C 0.863 3.340 -0.384
C 0.559 3.464 -1.873
C -0.804 -4.577 -0.754
C 0.860 -3.004 0.005
C -2.702 -0.138 -0.247
N 1.758 4.175 0.074
N -2.590 -1.405 -0.134
N -0.451 -3.593 0.258
H 2.607 2.682 2.906
H 0.734 1.062 2.202
H 2.972 4.801 1.642
H 1.130 4.290 -2.234
H 0.841 2.610 -2.378
H -0.530 3.407 -2.058
H -0.560 -4.106 -1.742
H -0.242 -5.419 -0.706
H -1.859 -4.898 -0.572
H 0.851 -2.175 -0.770
H 1.142 -2.561 1.011
H 1.602 -3.754 -0.245
H -3.627 0.393 -0.284
H -3.279 -2.081 -0.043
H -1.678 -1.817 -0.127
H -0.765 -3.861 1.150

Summary:
Charge = +1
Spin multiplicity = 1
Energy above the lowest of the compared OMol25 structures with the same formula, charge and spin = 83.8 kcal per mole
Orbital gap = 0.2605 Ha



4.
One molecule with the formula C30H47ClO7 at a distorted geometry. Source: the OMol25 dataset; level of theory: the ωB97M-V functional and the def2-TZVPD basis.

Positions of all 85 atoms, in Å:
C -3.016 4.816 2.876
O -2.366 4.294 4.065
C -1.019 3.842 3.782
C -0.801 2.458 4.618
C 0.008 1.348 3.787
C -0.772 0.764 2.512
C -2.320 0.424 2.766
C -2.852 -0.836 1.887
O -3.820 -1.607 2.689
C -5.103 -1.835 2.058
O -6.185 -2.131 2.598
C -4.797 -1.659 0.459
Cl -6.486 -1.204 -0.156
C -4.292 -3.132 0.080
C -3.807 -3.307 -1.436
O -3.343 -4.663 -1.667
C -1.924 -4.695 -1.936
C -1.022 -4.096 -0.739
O 0.263 -4.809 -0.585
C 1.243 -3.736 -0.638
C 2.121 -3.667 -1.921
C 3.151 -2.494 -2.025
C 3.319 -1.427 -0.883
C 4.393 -0.231 -1.148
C 4.501 0.629 0.187
C 5.837 -0.934 -1.440
C 3.921 0.516 -2.477
C 3.771 2.101 -2.439
C 2.506 2.633 -1.549
C 3.376 2.539 -3.969
C 5.135 2.918 -2.131
C 2.444 -1.549 0.384
C 1.397 -2.712 0.534
C -3.750 -0.461 0.614
C -3.076 0.202 -0.679
C -4.227 0.997 -1.459
O -4.818 1.980 -0.930
O -4.624 0.684 -2.805
H -3.872 4.140 2.516
H -2.296 5.024 2.012
H -3.487 5.827 3.180
H -0.825 3.586 2.685
H -0.293 4.662 4.136
H -1.790 2.065 5.057
H -0.134 2.745 5.521
H 0.959 1.867 3.375
H 0.380 0.539 4.512
H -0.200 -0.181 2.168
H -0.644 1.530 1.659
H -2.474 0.200 3.877
H -2.925 1.352 2.451
H -1.877 -1.410 1.674
H -5.186 -3.843 0.263
H -3.497 -3.463 0.852
H -3.012 -2.536 -1.752
H -4.707 -3.118 -2.140
H -1.610 -5.761 -2.197
H -1.709 -4.057 -2.873
H -1.550 -4.102 0.277
H -0.833 -2.987 -1.008
H 2.037 -4.420 -2.780
H 3.757 -2.460 -2.997
H 4.819 -0.100 1.031
H 3.506 1.083 0.553
H 5.287 1.456 0.182
H 6.168 -1.440 -0.469
H 5.729 -1.672 -2.319
H 6.581 -0.134 -1.805
H 2.927 0.081 -2.871
H 4.695 0.271 -3.306
H 2.790 3.605 -1.006
H 1.643 2.929 -2.263
H 2.077 1.829 -0.863
H 2.626 1.813 -4.444
H 4.354 2.518 -4.576
H 2.996 3.617 -3.907
H 5.226 3.831 -2.822
H 6.048 2.219 -2.222
H 5.110 3.271 -1.046
H 2.511 -0.804 1.239
H 0.715 -2.831 1.435
H -4.404 0.402 1.029
H -2.324 1.004 -0.324
H -2.483 -0.518 -1.338
H -3.774 0.407 -3.239

Summary:
Spin multiplicity = 1
Orbital gap = 0.3173 Ha
Structure (SMILES) = COCCCCC[C@H]1OC(=O)[C@](Cl)(CCOCCOc2ccc(C(C)(C)CC(C)(C)C)cc2)[C@@H]1CC(=O)O